No. 1
The following is a quantum chemistry calculation of a single Br2H4OSi2 molecule, from the Open Molecules 2025 dataset.

XYZ file:
```
9
Properties=species:S:1:pos:R:3
Si 1.544 0.578 -0.379
O 0.190 -0.356 -0.442
Si -1.233 -0.532 0.433
Br -2.377 -2.335 -0.130
Br -2.696 1.003 -0.176
H 1.838 0.044 -1.657
H 1.030 1.916 0.232
H 2.657 -0.023 0.317
H -0.954 -0.296 1.803
```

Results
Total charge: 0
Energy relative to the best compared isomer or geometry (same formula, charge and spin) (kJ/mol): 73.3
2S+1: 1
Structure (SMILES): [SiH3]O[SiH](Br)Br

***

No. 2
The following is a quantum chemistry calculation of 2 unconnected molecules or ions with the total composition Br2HIOP, from the Open Molecules 2025 dataset.

XYZ file:
```
6
Properties=species:S:1:pos:R:3
O 1.738 0.644 -0.513
P -0.458 -0.033 0.310
Br -0.533 -1.216 2.165
Br -1.155 -1.271 -1.282
I -1.492 2.077 0.257
H 1.901 -0.202 -0.937
```

Results
Total charge: +1
Energy relative to the best compared isomer or geometry (same formula, charge and spin) (kJ/mol): 93.8
2S+1: 1

***

No. 3
The following is a quantum chemistry calculation of a single Br2HOPS molecule, from the Open Molecules 2025 dataset.

XYZ file:
```
6
Properties=species:S:1:pos:R:3
O -1.298 0.426 0.223
P 0.246 0.231 0.216
S 1.110 0.866 1.845
Br 1.262 1.160 -1.457
Br 0.452 -2.341 -0.721
H -1.773 -0.342 -0.105
```

Results
Total charge: 0
Energy relative to the best compared isomer or geometry (same formula, charge and spin) (kJ/mol): 95.1
2S+1: 1
Structure (SMILES): OP(=S)(Br)Br

***

No. 4
The following is a quantum chemistry calculation of 2 unconnected molecules or ions with the total composition Br2O3PS, from the Open Molecules 2025 dataset.

XYZ file:
```
7
Properties=species:S:1:pos:R:3
O -1.942 1.391 0.130
O -1.392 -0.478 -1.431
O -2.182 -0.932 0.878
P 1.832 -0.030 0.987
S -1.649 -0.011 -0.087
Br 2.673 -1.697 -0.219
Br 2.660 1.758 -0.258
```

Results
⟨S²⟩: 2.0061
Total charge: -1
2S+1: 3

***

Taking the records one at a time from the top gives F_max values of 3.54; 4.39; 3.01; 4.84 eV/Å.
Taking the records one at a time from the top gives E values of -157955.95193; -159528.66935; -162273.85167; -166352.09919 eV.